1.
{
  "formula": "C33H86O30S9",
  "method": "wB97M-V/def2-TZVPD",
  "species": ["C", "C", "O", "S", "C", "O", "O", "H", "H", "H", "H", "H", "H", "H", "H", "C", "C", "O", "S", "C", "O", "O", "H", "H", "H", "H", "H", "H", "H", "H", "C", "C", "O", "S", "C", "O", "O", "H", "H", "H", "H", "H", "H", "H", "H", "C", "C", "O", "S", "C", "O", "O", "H", "H", "H", "H", "H", "H", "H", "H", "C", "C", "O", "S", "C", "O", "O", "H", "H", "H", "H", "H", "H", "H", "H", "C", "C", "O", "S", "C", "O", "O", "H", "H", "H", "H", "H", "H", "H", "H", "C", "C", "O", "S", "C", "O", "O", "H", "H", "H", "H", "H", "H", "H", "H", "C", "C", "O", "S", "C", "O", "O", "H", "H", "H", "H", "H", "H", "H", "H", "C", "C", "O", "S", "C", "O", "O", "H", "H", "H", "H", "H", "H", "H", "H", "C", "O", "C", "C", "O", "C", "C", "O", "C", "H", "H", "H", "H", "H", "H", "H", "H", "H", "H", "H", "H", "H", "H"],
  "positions_angstrom": [[8.781, 3.906, -2.712], [9.189, 2.704, -3.535], [8.061, 2.271, -4.286], [8.267, 1.216, -5.469], [6.590, 1.262, -6.137], [9.205, 1.767, -6.409], [8.378, -0.110, -4.910], [8.436, 4.798, -3.239], [9.575, 4.128, -2.003], [7.836, 3.700, -2.197], [10.045, 2.948, -4.182], [9.722, 1.935, -2.965], [5.905, 0.573, -5.637], [6.528, 0.867, -7.151], [6.115, 2.232, -6.002], [-0.950, 5.346, 1.009], [0.023, 4.931, 2.059], [1.368, 5.119, 1.554], [2.476, 4.122, 2.112], [2.278, 4.289, 3.899], [2.176, 2.731, 1.816], [3.780, 4.622, 1.767], [-1.071, 6.428, 0.923], [-1.928, 5.113, 1.450], [-0.830, 4.823, 0.065], [-0.095, 5.576, 2.930], [-0.181, 3.880, 2.272], [1.252, 4.135, 4.219], [2.835, 5.096, 4.378], [2.824, 3.490, 4.416], [1.427, -2.813, -1.975], [0.417, -3.703, -2.631], [0.264, -3.376, -4.022], [-1.110, -3.799, -4.763], [-1.120, -5.606, -4.392], [-2.175, -3.155, -4.033], [-0.912, -3.624, -6.173], [1.248, -1.735, -2.032], [2.380, -2.859, -2.513], [1.596, -3.059, -0.929], [0.827, -4.714, -2.569], [-0.552, -3.600, -2.139], [-1.413, -5.758, -3.355], [-0.065, -5.880, -4.423], [-1.695, -6.193, -5.097], [-0.716, 0.099, -5.166], [-2.183, -0.212, -5.443], [-2.991, 0.358, -4.415], [-4.129, -0.500, -3.631], [-3.140, -0.891, -2.169], [-5.171, 0.404, -3.198], [-4.484, -1.699, -4.357], [-0.281, -0.465, -4.339], [-0.708, 1.179, -5.012], [-0.057, -0.132, -6.003], [-2.479, 0.249, -6.390], [-2.393, -1.254, -5.683], [-2.216, -1.307, -2.552], [-3.726, -1.610, -1.600], [-3.069, 0.050, -1.635], [-3.956, 2.113, 8.114], [-3.611, 1.542, 6.738], [-3.704, 2.569, 5.766], [-2.902, 2.369, 4.348], [-4.385, 2.133, 3.356], [-2.323, 3.624, 3.958], [-2.163, 1.136, 4.302], [-4.994, 2.417, 8.196], [-3.288, 2.971, 8.229], [-3.666, 1.361, 8.846], [-2.615, 1.100, 6.733], [-4.416, 0.814, 6.554], [-4.815, 3.115, 3.191], [-5.027, 1.545, 4.008], [-4.081, 1.564, 2.482], [-0.144, 9.491, -4.156], [0.593, 8.522, -3.241], [0.715, 7.251, -3.907], [0.224, 5.941, -3.172], [1.634, 5.544, -2.097], [-0.898, 6.285, -2.340], [0.088, 4.870, -4.137], [-0.701, 8.966, -4.933], [0.540, 10.145, -4.698], [-0.870, 10.133, -3.658], [1.552, 8.983, -2.996], [0.097, 8.369, -2.284], [1.560, 6.309, -1.330], [2.498, 5.427, -2.741], [1.362, 4.571, -1.691], [4.906, -4.342, 3.229], [4.548, -3.845, 1.854], [5.233, -2.624, 1.568], [4.588, -1.673, 0.407], [3.112, -0.989, 1.201], [5.538, -0.600, 0.272], [4.241, -2.514, -0.719], [4.410, -5.278, 3.481], [4.605, -3.614, 3.985], [5.983, -4.500, 3.282], [4.795, -4.573, 1.076], [3.465, -3.755, 1.706], [3.144, -0.990, 2.284], [2.255, -1.444, 0.710], [3.194, 0.038, 0.845], [-6.090, -1.648, 3.188], [-5.462, -2.976, 2.786], [-5.042, -3.878, 3.826], [-3.534, -3.548, 4.488], [-4.163, -2.846, 6.057], [-2.829, -4.776, 4.733], [-2.851, -2.563, 3.690], [-5.400, -0.840, 3.435], [-6.767, -1.656, 4.043], [-6.648, -1.366, 2.293], [-6.071, -3.618, 2.147], [-4.632, -2.788, 2.097], [-3.353, -2.645, 6.757], [-4.895, -3.551, 6.441], [-4.620, -1.867, 5.918], [-4.818, -7.739, 4.652], [-5.001, -7.887, 3.168], [-3.808, -8.209, 2.486], [-3.719, -7.616, 0.954], [-3.352, -5.839, 1.354], [-2.589, -8.217, 0.292], [-5.045, -7.781, 0.392], [-4.110, -8.489, 5.030], [-5.708, -7.938, 5.244], [-4.326, -6.798, 4.894], [-5.842, -8.559, 2.972], [-5.423, -6.929, 2.833], [-2.662, -5.589, 0.551], [-2.851, -5.833, 2.315], [-4.325, -5.373, 1.244], [-1.706, -2.252, 0.990], [-0.980, -1.352, 0.198], [-0.975, -0.056, 0.764], [-0.565, 0.992, -0.268], [0.691, 0.555, -0.741], [1.214, 1.391, -1.752], [2.670, 0.996, -2.007], [3.300, 1.727, -3.027], [4.657, 2.039, -2.739], [-1.345, -2.130, 2.015], [-1.552, -3.292, 0.702], [-2.790, -2.075, 0.999], [-0.185, 0.020, 1.520], [-1.961, 0.069, 1.222], [-0.358, 1.925, 0.271], [-1.306, 1.144, -1.055], [1.250, 2.405, -1.338], [0.687, 1.247, -2.695], [2.671, -0.060, -2.312], [3.252, 0.935, -1.083], [4.721, 2.852, -2.007], [5.171, 2.381, -3.634], [5.088, 1.128, -2.316]],
  "e_tot_ha": -7149.54155,
  "charge": 0,
  "relative_energy_kcal_mol": 101.1
}

---

2.
{
  "formula": "C33H87AsF6N5O13",
  "method": "wB97M-V/def2-TZVPD",
  "species": ["As", "F", "F", "F", "F", "F", "F", "C", "O", "C", "C", "N", "C", "C", "O", "C", "H", "H", "H", "H", "H", "H", "H", "H", "H", "H", "H", "H", "H", "H", "H", "C", "O", "C", "C", "N", "C", "C", "O", "C", "H", "H", "H", "H", "H", "H", "H", "H", "H", "H", "H", "H", "H", "H", "H", "C", "O", "C", "C", "N", "C", "C", "O", "C", "H", "H", "H", "H", "H", "H", "H", "H", "H", "H", "H", "H", "H", "H", "H", "C", "O", "C", "C", "N", "C", "C", "O", "C", "H", "H", "H", "H", "H", "H", "H", "H", "H", "H", "H", "H", "H", "H", "H", "C", "O", "C", "C", "N", "C", "C", "O", "C", "H", "H", "H", "H", "H", "H", "H", "H", "H", "H", "H", "H", "H", "H", "H", "C", "O", "H", "H", "H", "H", "C", "O", "H", "H", "H", "H", "C", "O", "H", "H", "H", "H"],
  "positions_angstrom": [[-2.087, 0.521, 1.549], [-2.591, -0.179, 0.049], [-0.437, 0.429, 1.109], [-1.710, 1.260, 3.066], [-3.775, 0.595, 2.041], [-2.038, -1.049, 2.257], [-2.338, 2.080, 0.857], [7.121, 0.194, -5.726], [6.576, 0.829, -4.609], [6.837, 0.098, -3.424], [6.035, 0.555, -2.225], [4.613, 0.290, -2.245], [3.854, 1.215, -3.063], [2.583, 0.593, -3.614], [1.775, 0.052, -2.602], [0.949, 1.011, -1.946], [8.222, 0.119, -5.683], [6.939, 0.805, -6.612], [6.734, -0.817, -5.901], [7.904, 0.244, -3.175], [6.704, -0.976, -3.601], [6.271, 1.561, -1.882], [6.434, -0.103, -1.436], [4.406, -0.674, -2.470], [4.387, 1.714, -3.881], [3.553, 2.060, -2.421], [2.897, -0.267, -4.210], [2.076, 1.349, -4.226], [0.210, 1.357, -2.671], [1.555, 1.771, -1.451], [0.472, 0.476, -1.126], [-8.813, 1.028, -1.368], [-7.484, 1.387, -1.600], [-6.722, 1.356, -0.381], [-5.301, 1.746, -0.654], [-5.266, 3.086, -1.272], [-4.013, 3.470, -1.918], [-3.143, 2.379, -2.515], [-3.810, 1.776, -3.618], [-3.444, 0.429, -3.826], [-9.339, 1.622, -0.616], [-8.889, -0.059, -1.247], [-9.361, 1.223, -2.301], [-6.795, 0.394, 0.135], [-7.190, 2.133, 0.245], [-4.882, 0.994, -1.337], [-4.702, 1.731, 0.252], [-6.028, 3.084, -1.941], [-3.370, 3.843, -1.103], [-4.155, 4.291, -2.617], [-2.894, 1.632, -1.754], [-2.200, 2.820, -2.868], [-2.386, 0.346, -4.126], [-4.044, 0.056, -4.651], [-3.534, -0.122, -2.883], [6.130, -5.056, 5.155], [5.326, -4.341, 6.041], [4.240, -5.058, 6.593], [3.236, -5.581, 5.606], [2.425, -4.496, 5.046], [1.583, -4.998, 3.980], [0.991, -3.887, 3.167], [2.027, -3.082, 2.620], [1.494, -2.081, 1.797], [6.900, -4.394, 4.766], [5.562, -5.379, 4.269], [6.564, -5.967, 5.588], [3.806, -4.481, 7.407], [4.674, -5.930, 7.126], [2.583, -6.293, 6.122], [3.740, -6.177, 4.831], [3.109, -3.856, 4.648], [0.748, -5.586, 4.376], [2.096, -5.711, 3.307], [0.384, -3.239, 3.819], [0.324, -4.219, 2.362], [2.284, -1.404, 1.469], [0.727, -1.492, 2.312], [1.027, -2.434, 0.864], [2.732, 4.032, 0.250], [3.110, 3.432, 1.486], [2.238, 2.392, 1.859], [0.945, 2.813, 2.600], [1.198, 4.072, 3.329], [0.101, 5.010, 3.160], [-1.208, 4.510, 3.651], [-1.108, 4.257, 5.044], [-2.174, 3.454, 5.482], [2.651, 3.256, -0.516], [3.455, 4.804, 0.014], [1.722, 4.454, 0.357], [2.792, 1.818, 2.620], [2.135, 1.598, 1.110], [0.705, 1.981, 3.249], [0.169, 3.064, 1.864], [2.009, 4.468, 2.868], [0.043, 5.338, 2.104], [0.327, 5.952, 3.675], [-1.476, 3.568, 3.155], [-2.008, 5.245, 3.493], [-2.005, 3.175, 6.523], [-2.212, 2.518, 4.913], [-3.125, 4.002, 5.439], [2.689, -0.284, -7.519], [1.787, -1.073, -6.785], [2.442, -2.116, -6.102], [1.468, -2.766, -5.149], [0.280, -3.116, -5.892], [-0.740, -3.880, -5.200], [-1.444, -3.096, -4.097], [-0.816, -3.170, -2.835], [-1.218, -2.081, -2.018], [2.158, 0.360, -8.219], [3.407, -0.896, -8.076], [3.244, 0.391, -6.850], [3.364, -1.794, -5.597], [2.761, -2.877, -6.834], [1.291, -2.117, -4.275], [1.864, -3.696, -4.726], [-0.093, -2.352, -6.434], [-0.254, -4.764, -4.779], [-1.518, -4.133, -5.920], [-2.467, -3.498, -3.966], [-1.546, -2.048, -4.407], [-1.194, -1.128, -2.551], [-0.661, -2.063, -1.088], [-2.274, -2.276, -1.772], [0.194, -0.408, 5.087], [-0.445, 0.814, 5.446], [1.136, -0.213, 4.561], [0.426, -0.976, 5.985], [-0.505, -0.955, 4.449], [-0.772, 1.182, 4.616], [-5.217, -1.870, 3.698], [-5.862, -0.762, 3.115], [-5.044, -1.729, 4.773], [-5.874, -2.748, 3.655], [-4.296, -2.140, 3.179], [-5.186, -0.202, 2.708], [-5.063, 3.711, 2.378], [-5.199, 4.526, 1.232], [-5.334, 2.681, 2.128], [-4.012, 3.671, 2.690], [-5.675, 4.078, 3.199], [-5.159, 3.983, 0.425]],
  "e_tot_ha": -5396.34432,
  "charge": -1,
  "relative_energy_kcal_mol": 0.0
}

---

3.
{
  "formula": "C33H87N11O13",
  "method": "wB97M-V/def2-TZVPD",
  "species": ["C", "O", "C", "C", "N", "C", "C", "O", "C", "H", "H", "H", "H", "H", "H", "H", "H", "H", "H", "H", "H", "H", "H", "H", "C", "O", "C", "C", "N", "C", "C", "O", "C", "H", "H", "H", "H", "H", "H", "H", "H", "H", "H", "H", "H", "H", "H", "H", "C", "O", "C", "C", "N", "C", "C", "O", "C", "H", "H", "H", "H", "H", "H", "H", "H", "H", "H", "H", "H", "H", "H", "H", "C", "O", "C", "C", "N", "C", "C", "O", "C", "H", "H", "H", "H", "H", "H", "H", "H", "H", "H", "H", "H", "H", "H", "H", "C", "O", "C", "C", "N", "C", "C", "O", "C", "H", "H", "H", "H", "H", "H", "H", "H", "H", "H", "H", "H", "H", "H", "H", "N", "C", "N", "O", "H", "H", "H", "H", "N", "C", "N", "O", "H", "H", "H", "H", "N", "C", "N", "O", "H", "H", "H", "H"],
  "positions_angstrom": [[14.571, 8.957, 17.380], [14.487, 10.236, 17.914], [15.200, 11.186, 17.265], [14.801, 12.533, 17.752], [15.089, 12.707, 19.197], [14.315, 13.813, 19.803], [14.179, 13.498, 21.316], [13.622, 12.167, 21.492], [14.461, 11.266, 22.228], [15.328, 8.305, 17.811], [14.740, 8.970, 16.296], [13.639, 8.412, 17.553], [14.987, 11.206, 16.185], [16.288, 11.073, 17.310], [13.745, 12.703, 17.553], [15.333, 13.354, 17.251], [14.648, 11.898, 19.628], [13.289, 13.836, 19.430], [14.808, 14.774, 19.666], [13.570, 14.292, 21.733], [15.146, 13.705, 21.752], [14.647, 11.591, 23.247], [15.389, 11.066, 21.692], [13.898, 10.335, 22.272], [12.190, 18.733, 25.986], [12.021, 19.671, 24.955], [11.613, 19.073, 23.785], [11.301, 20.138, 22.728], [12.461, 20.771, 22.163], [13.165, 21.697, 22.978], [14.312, 22.371, 22.209], [13.691, 23.044, 21.141], [14.627, 23.691, 20.290], [11.222, 18.310, 26.266], [12.642, 19.286, 26.798], [12.804, 17.873, 25.729], [10.654, 18.559, 23.868], [12.346, 18.390, 23.350], [10.580, 20.885, 23.065], [10.800, 19.596, 21.928], [12.220, 21.094, 21.230], [13.530, 21.163, 23.860], [12.576, 22.532, 23.369], [15.004, 21.592, 21.878], [14.767, 22.998, 22.976], [15.202, 22.919, 19.790], [15.164, 24.456, 20.852], [14.071, 24.260, 19.562], [10.457, 20.811, 10.258], [10.960, 19.534, 10.496], [12.251, 19.285, 10.156], [12.803, 18.102, 10.879], [13.110, 18.410, 12.289], [13.576, 17.207, 12.988], [14.107, 17.526, 14.392], [14.909, 16.468, 14.864], [15.671, 16.733, 16.029], [9.372, 20.805, 10.325], [10.632, 21.161, 9.235], [10.842, 21.581, 10.936], [12.934, 20.109, 10.390], [12.306, 19.146, 9.085], [13.788, 17.976, 10.422], [12.179, 17.212, 10.762], [12.305, 18.856, 12.720], [14.378, 16.777, 12.382], [12.775, 16.466, 13.081], [13.369, 17.793, 15.166], [14.596, 18.493, 14.261], [16.217, 15.835, 16.289], [15.135, 16.789, 16.976], [16.174, 17.693, 15.979], [19.033, 18.520, 21.388], [19.982, 18.237, 22.408], [19.684, 17.051, 23.172], [20.827, 16.665, 24.018], [21.947, 16.251, 23.189], [23.017, 15.560, 23.854], [24.305, 15.669, 23.133], [24.801, 16.942, 23.235], [25.967, 17.169, 22.478], [19.121, 17.751, 20.626], [19.398, 19.399, 20.846], [18.091, 18.735, 21.887], [19.332, 16.240, 22.532], [18.815, 17.200, 23.810], [20.600, 15.847, 24.704], [21.156, 17.455, 24.707], [22.245, 17.118, 22.756], [22.704, 14.511, 23.923], [23.128, 15.958, 24.859], [24.168, 15.321, 22.101], [24.993, 14.966, 23.605], [26.253, 18.218, 22.505], [25.881, 16.839, 21.440], [26.853, 16.604, 22.785], [14.038, 19.610, 17.282], [12.923, 20.329, 16.858], [12.193, 20.851, 17.918], [11.435, 19.857, 18.752], [10.384, 19.126, 18.008], [9.961, 17.950, 18.728], [10.904, 16.773, 18.612], [10.961, 16.428, 17.270], [12.115, 15.707, 16.926], [14.652, 19.450, 16.399], [13.661, 18.670, 17.680], [14.627, 20.271, 17.918], [11.444, 21.529, 17.491], [12.793, 21.524, 18.537], [10.958, 20.559, 19.445], [12.085, 19.238, 19.370], [10.614, 18.925, 17.029], [8.986, 17.693, 18.304], [9.886, 18.228, 19.781], [10.484, 15.950, 19.206], [11.821, 17.103, 19.107], [13.041, 16.271, 17.033], [12.109, 15.479, 15.855], [12.135, 14.741, 17.440], [18.203, 19.164, 17.703], [17.640, 20.282, 18.354], [17.894, 21.540, 17.814], [17.099, 20.238, 19.443], [18.681, 19.254, 16.830], [18.087, 18.197, 18.002], [17.595, 22.307, 18.369], [18.549, 21.676, 17.087], [17.482, 14.138, 19.517], [18.344, 15.176, 19.167], [19.651, 15.199, 19.678], [18.015, 16.100, 18.423], [16.556, 13.977, 19.155], [17.844, 13.312, 19.942], [20.131, 16.060, 19.532], [20.055, 14.467, 20.218], [16.074, 17.621, 19.756], [14.833, 17.868, 20.393], [14.406, 19.154, 20.627], [14.127, 16.915, 20.716], [16.730, 18.377, 19.729], [16.369, 16.702, 19.514], [13.940, 19.280, 21.513], [15.016, 19.913, 20.389]],
  "e_tot_ha": -2889.81493,
  "charge": 0,
  "relative_energy_kcal_mol": 19.9
}

---

no.,HOMO level (eV),E_LUMO (eV),HOMO-LUMO gap (Eh)
1,-9.488,-0.3,0.33760
2,-6.301,2.0,0.30489
3,-8.062,0.5,0.31368